[1]
# C21H37F4INbO13P2S

A structure of composition C21H37F4INbO13P2S in a non-equilibrium geometry (the ωB97M-V functional and the def2-TZVPD basis, the Open Molecules 2025 dataset).

Properties
Gap between HOMO and LUMO ... 5.7 eV
Lowest unoccupied orbital energy ... 1.84 eV
Total charge ... -1

CARTESIAN COORDINATES (ANGSTROEM)
1 C -0.629 -1.156 3.434
2 C -0.781 -0.631 1.889
3 P -2.416 -1.321 1.206
4 C -2.200 -3.202 1.317
5 Nb -2.808 -0.563 -1.255
6 I -5.517 -1.436 -0.982
7 C -2.350 -2.601 -2.117
8 C -0.869 -2.999 -2.523
9 C -0.369 -4.344 -1.744
10 C 0.951 -4.155 -0.878
11 C 2.148 -3.364 -1.587
12 O 2.051 -1.993 -1.068
13 C 2.868 -1.087 -1.839
14 P -0.457 0.383 -1.489
15 S -0.611 2.368 -1.475
16 H -0.305 -2.250 3.360
17 H -1.676 -1.143 3.868
18 H 0.115 -0.498 3.995
19 H -0.748 0.514 1.873
20 H 0.132 -1.089 1.353
21 H -1.222 -3.600 0.894
22 H -3.058 -3.774 0.808
23 H -2.221 -3.529 2.426
24 H -3.310 1.028 -0.558
25 H -3.119 0.025 -2.974
26 H -3.005 -2.693 -3.068
27 H -2.796 -3.405 -1.417
28 H -0.908 -3.361 -3.624
29 H -0.074 -2.194 -2.532
30 H -0.150 -5.183 -2.507
31 H -1.176 -4.774 -1.059
32 H 0.805 -3.665 0.145
33 H 1.357 -5.213 -0.648
34 H 2.107 -3.363 -2.726
35 H 3.133 -3.769 -1.160
36 H 2.753 -1.205 -2.965
37 H 2.501 -0.027 -1.570
38 H 3.936 -1.172 -1.452
39 H 0.484 0.042 -0.474
40 H 0.180 0.014 -2.744
41 C 5.213 2.685 0.316
42 C 6.483 1.972 0.658
43 O 6.539 0.936 -0.303
44 C 5.885 1.420 -1.397
45 O 5.960 0.941 -2.491
46 O 5.143 2.520 -1.094
47 F 6.412 1.413 1.891
48 H 4.335 2.227 0.779
49 H 5.242 3.741 0.587
50 H 7.381 2.592 0.585
51 C -6.722 -1.185 -6.376
52 C -5.544 -2.082 -6.593
53 O -4.743 -1.844 -5.456
54 C -5.612 -1.499 -4.463
55 O -5.334 -1.487 -3.295
56 O -6.841 -1.177 -4.961
57 F -4.847 -1.713 -7.697
58 H -6.546 -0.166 -6.731
59 H -7.630 -1.568 -6.844
60 H -5.793 -3.146 -6.651
61 C 3.842 7.461 1.089
62 C 5.008 8.344 0.777
63 O 5.997 7.905 1.686
64 C 5.727 6.589 1.911
65 O 6.496 5.821 2.408
66 O 4.475 6.252 1.492
67 F 4.722 9.641 1.042
68 H 3.233 7.842 1.913
69 H 3.199 7.297 0.224
70 H 5.382 8.249 -0.247
71 C -3.192 -0.060 7.862
72 C -2.286 0.677 6.927
73 O -2.397 -0.054 5.724
74 C -3.651 -0.593 5.742
75 O -4.200 -1.047 4.787
76 O -4.203 -0.541 6.989
77 F -0.998 0.618 7.349
78 H -2.698 -0.906 8.348
79 H -3.614 0.589 8.631
80 H -2.570 1.719 6.751

---

[2]
# C31H44N8O3PTc

A structure of composition C31H44N8O3PTc (the ωB97M-V functional and the def2-TZVPD basis, the Open Molecules 2025 dataset).

Properties
Relative energy (zero: lowest compared OMol25 entry of this formula, charge and spin) ... 12.2 kcal per mole
Gap between HOMO and LUMO (alpha / beta) ... 7.0 / 6.6 eV
Spin multiplicity ... 2
Lowest unoccupied orbital energy (alpha / beta) ... -2.83 / -2.84 eV
<S²> ... 0.76
Total charge ... +1

CARTESIAN COORDINATES (ANGSTROEM)
1 Tc 0.810 -1.187 0.421
2 C 2.585 -2.235 2.580
3 C 3.479 -1.291 1.731
4 N 2.985 -1.143 0.342
5 C 3.542 -2.150 -0.592
6 C 2.503 -2.662 -1.584
7 N 1.159 -2.825 -0.970
8 C 0.929 -4.075 -0.204
9 C 1.615 -4.018 1.152
10 N 1.394 -2.707 1.828
11 H 2.225 -1.692 3.450
12 H 3.155 -3.090 2.949
13 H 4.514 -1.637 1.731
14 H 3.464 -0.298 2.177
15 H 3.209 -0.198 0.014
16 H 3.957 -2.972 -0.011
17 H 4.375 -1.719 -1.152
18 H 2.846 -3.602 -2.027
19 H 2.382 -1.936 -2.388
20 H 0.485 -2.814 -1.729
21 H 1.268 -4.952 -0.764
22 H -0.147 -4.155 -0.056
23 H 2.686 -4.169 1.043
24 H 1.240 -4.827 1.779
25 H 0.598 -2.811 2.452
26 O -1.458 -3.047 2.166
27 C -1.975 -2.287 1.390
28 N -3.291 -2.096 1.145
29 C -3.553 -1.062 0.153
30 C -2.111 -0.700 -0.117
31 O -1.881 0.196 -1.091
32 N -1.229 -1.389 0.503
33 C -4.358 0.087 0.745
34 C -5.747 0.065 0.698
35 C -6.477 1.092 1.278
36 C -5.826 2.145 1.905
37 C -4.440 2.163 1.967
38 C -3.708 1.136 1.390
39 C -4.132 -1.628 -1.153
40 C -4.576 -0.759 -2.148
41 C -5.019 -1.258 -3.362
42 C -5.022 -2.628 -3.598
43 C -4.588 -3.495 -2.609
44 C -4.139 -2.997 -1.391
45 H -3.998 -2.454 1.767
46 H -6.262 -0.751 0.206
47 H -7.558 1.071 1.234
48 H -6.398 2.949 2.348
49 H -3.928 2.974 2.467
50 H -2.625 1.152 1.459
51 H -4.591 0.308 -1.966
52 H -5.374 -0.576 -4.124
53 H -5.371 -3.015 -4.546
54 H -4.604 -4.564 -2.777
55 H -3.810 -3.683 -0.621
56 C 3.230 2.672 -3.045
57 C 2.533 3.220 -1.802
58 P 3.007 2.302 -0.279
59 C 4.742 2.860 0.016
60 C 5.053 4.353 0.078
61 C 2.057 3.199 1.031
62 C 1.624 4.641 0.767
63 H 2.882 3.170 -3.952
64 H 3.052 1.599 -3.158
65 H 4.310 2.820 -2.993
66 H 1.448 3.118 -1.900
67 H 2.736 4.285 -1.684
68 H 5.349 2.379 -0.757
69 H 5.036 2.383 0.957
70 H 4.749 4.874 -0.831
71 H 6.125 4.514 0.199
72 H 4.557 4.829 0.924
73 H 2.659 3.138 1.942
74 H 1.172 2.593 1.230
75 H 2.458 5.299 0.529
76 H 1.129 5.045 1.652
77 H 0.911 4.701 -0.057
78 N 0.727 0.156 1.930
79 C 0.789 0.631 3.006
80 N 0.922 1.270 4.076
81 C 0.753 0.870 5.322
82 N 0.660 0.550 6.429
83 C -0.856 1.373 -2.841
84 C -0.677 0.513 -1.642
85 O 0.396 0.130 -1.218
86 H -1.490 2.226 -2.602
87 H -1.363 0.798 -3.619
88 H 0.114 1.703 -3.198

---

[3]
# C6H7NS

A structure of composition C6H7NS (the ωB97M-V functional and the def2-TZVPD basis, the Open Molecules 2025 dataset).

Properties
Relative energy (zero: lowest compared OMol25 entry of this formula, charge and spin) ... 66.9 kcal per mole
Gap between HOMO and LUMO ... 8.7 eV
Lowest unoccupied orbital energy ... 0.41 eV
Total charge ... 0

CARTESIAN COORDINATES (ANGSTROEM)
1 C 1.372 -0.270 0.006
2 C 0.411 0.274 -1.044
3 C 0.274 1.449 -0.014
4 C 0.432 0.273 1.054
5 C -0.836 -0.532 0.751
6 C -0.866 -0.532 -0.742
7 H 0.744 0.452 -2.080
8 H 1.117 2.141 -0.051
9 H -0.703 1.971 0.038
10 H 0.761 0.440 2.074
11 H -1.738 -0.447 1.352
12 H -1.497 -2.325 0.006
13 H -1.764 -0.400 -1.320
14 N -0.623 -1.777 -0.021
15 S 2.915 -0.716 -0.009

---

[4]
# C11H34BF3O8S

A cluster of 7 separate species, C11H34BF3O8S in total in a non-equilibrium geometry (the ωB97M-V functional and the def2-TZVPD basis, the Open Molecules 2025 dataset).

Properties
Relative energy (zero: lowest compared OMol25 entry of this formula, charge and spin) ... 113.2 kcal per mole
Gap between HOMO and LUMO ... 4.2 eV
Lowest unoccupied orbital energy ... 3.70 eV
Total charge ... -2

CARTESIAN COORDINATES (ANGSTROEM)
1 O -0.066 0.235 0.100
2 H -0.634 -0.329 0.630
3 H 0.622 -0.338 -0.243
4 H -0.614 0.698 -0.538
5 B 0.395 -2.975 2.942
6 H -0.330 -2.967 2.143
7 H 0.707 -4.003 3.046
8 H 1.300 -2.435 2.707
9 H -0.035 -2.720 3.898
10 C -3.771 -4.714 -3.361
11 F -2.934 -5.115 -4.297
12 F -4.514 -3.708 -3.871
13 F -4.504 -5.753 -2.898
14 S -2.766 -4.071 -1.888
15 O -3.587 -4.386 -0.739
16 O -1.460 -4.826 -1.834
17 O -2.573 -2.663 -2.021
18 C 2.994 -1.964 -2.603
19 O 2.544 -2.091 -1.326
20 H 2.089 -2.186 -3.168
21 H 3.423 -0.992 -2.844
22 H 3.619 -2.769 -2.989
23 C -3.608 0.109 5.566
24 C -3.947 0.481 4.149
25 C -4.205 1.918 3.759
26 O -2.874 0.073 3.353
27 H -2.879 -0.701 5.558
28 H -4.465 -0.324 6.083
29 H -3.236 0.992 6.086
30 H -4.846 -0.092 3.922
31 H -4.961 2.422 4.362
32 H -4.549 1.901 2.725
33 H -3.345 2.588 3.772
34 H -2.577 -0.772 3.698
35 C -2.183 3.004 -5.000
36 C -1.246 2.282 -4.024
37 C -0.067 3.216 -3.678
38 O -1.911 1.842 -2.839
39 H -2.558 3.951 -4.611
40 H -3.068 2.486 -5.368
41 H -1.658 3.241 -5.925
42 H -0.779 1.386 -4.432
43 H 0.722 2.677 -3.153
44 H -0.355 3.995 -2.972
45 H 0.376 3.601 -4.596
46 H -2.709 1.381 -3.107
47 C 5.644 2.513 2.201
48 C 5.439 1.346 1.238
49 C 6.772 1.237 0.488
50 O 5.282 0.074 1.840
51 H 5.840 3.435 1.653
52 H 6.526 2.434 2.836
53 H 4.738 2.748 2.759
54 H 4.544 1.590 0.665
55 H 6.777 0.431 -0.246
56 H 7.646 0.991 1.091
57 H 6.975 2.195 0.009
58 H 4.839 -0.580 1.294

---

[5]
# C9H20N5

A cluster of 2 separate species, C9H20N5 in total in a non-equilibrium geometry (the ωB97M-V functional and the def2-TZVPD basis, the Open Molecules 2025 dataset).

Properties
Relative energy (zero: lowest compared OMol25 entry of this formula, charge and spin) ... 32.5 kcal per mole
Gap between HOMO and LUMO ... 10.0 eV
Lowest unoccupied orbital energy ... -2.50 eV
Total charge ... +1

CARTESIAN COORDINATES (ANGSTROEM)
1 C 0.013 -0.676 -0.681
2 C -3.746 1.712 -0.395
3 C 0.423 -0.632 -1.971
4 C 0.257 1.475 0.425
5 C -1.275 -2.830 -0.475
6 C 1.303 -2.760 -0.267
7 C 2.561 1.996 1.512
8 C 0.015 -2.030 -0.006
9 C 1.826 1.380 0.229
10 N -0.446 0.406 0.097
11 N -2.965 1.376 0.391
12 N -4.792 2.073 -1.060
13 N -0.293 2.492 1.027
14 N 2.043 2.069 -1.033
15 H 0.443 0.308 -2.485
16 H 0.756 -1.462 -2.507
17 H -1.541 -2.485 -1.567
18 H -2.147 -2.755 0.149
19 H -1.126 -3.967 -0.496
20 H 2.125 -2.184 0.098
21 H 1.382 -3.059 -1.275
22 H 1.377 -3.735 0.127
23 H 3.446 1.388 1.508
24 H 2.086 1.872 2.469
25 H 2.894 3.088 1.270
26 H -0.296 -1.789 1.032
27 H 2.100 0.336 -0.043
28 H -4.503 2.372 -1.975
29 H -5.618 1.532 -0.927
30 H -1.337 2.593 1.237
31 H 0.383 3.203 1.228
32 H 2.202 2.993 -0.786
33 H -1.454 0.561 0.287
34 H 2.850 1.742 -1.529

---

[6]
# C3H13N4

A cluster of 3 separate species, C3H13N4 in total in a non-equilibrium geometry (the ωB97M-V functional and the def2-TZVPD basis, the Open Molecules 2025 dataset).

Properties
Relative energy (zero: lowest compared OMol25 entry of this formula, charge and spin) ... 123.2 kcal per mole
Gap between HOMO and LUMO (alpha / beta) ... 8.5 / 8.5 eV
Lowest unoccupied orbital energy (alpha / beta) ... -3.70 / -3.70 eV
Total charge ... +1

CARTESIAN COORDINATES (ANGSTROEM)
1 C -1.105 1.874 -0.494
2 C 0.068 1.032 -1.115
3 C 0.414 -0.176 -0.465
4 N -0.111 -0.882 0.441
5 N 2.561 -1.783 -1.224
6 N 1.638 -1.015 -1.855
7 N -1.431 -0.071 2.809
8 H -2.110 1.577 -0.609
9 H -1.029 1.985 0.630
10 H -0.997 2.785 -0.950
11 H 0.845 1.791 -1.093
12 H -0.125 0.724 -2.143
13 H 0.390 -1.746 0.629
14 H -0.819 -0.409 1.143
15 H 3.316 -1.236 -0.862
16 H 2.709 -2.741 -1.403
17 H 0.900 -1.605 -2.235
18 H -2.215 -0.427 2.215
19 H -1.322 -0.553 3.664
20 H -1.579 0.876 2.917

---

[7]
# C8H10N2

An isolated molecule of C8H10N2 in a non-equilibrium geometry (the ωB97M-V functional and the def2-TZVPD basis, the Open Molecules 2025 dataset).

Properties
Relative energy (zero: lowest compared OMol25 entry of this formula, charge and spin) ... 55.6 kcal per mole
Gap between HOMO and LUMO (alpha / beta) ... 6.9 / 5.7 eV
Spin multiplicity ... 3
Lowest unoccupied orbital energy (alpha / beta) ... 0.71 / -3.17 eV
<S²> ... 2.02
Total charge ... 0

CARTESIAN COORDINATES (ANGSTROEM)
1 C -1.778 1.444 -0.679
2 C 0.370 -0.602 -2.327
3 C 0.458 -0.865 -1.028
4 C -0.147 0.520 -2.977
5 C -1.461 0.284 -0.187
6 C -0.080 -0.114 0.160
7 C -0.081 -1.072 1.399
8 C 0.953 1.010 0.528
9 N -2.338 2.511 -0.874
10 N -0.731 1.379 -3.467
11 H 0.758 -1.239 -3.165
12 H 0.912 -1.796 -0.731
13 H -2.262 -0.541 -0.232
14 H 0.874 -0.919 2.038
15 H -0.111 -2.079 1.147
16 H -0.930 -0.821 2.028
17 H 1.238 1.866 -0.159
18 H 1.716 0.402 0.850
19 H 0.563 1.556 1.443
20 H -2.476 2.717 -1.832

---

[8]
# C38H47N6O3Si3Ti

A structure of composition C38H47N6O3Si3Ti (the ωB97M-V functional and the def2-TZVPD basis, the Open Molecules 2025 dataset).

Properties
Relative energy (zero: lowest compared OMol25 entry of this formula, charge and spin) ... 8.2 kcal per mole
Gap between HOMO and LUMO (alpha / beta) ... 6.5 / 6.4 eV
Spin multiplicity ... 2
Lowest unoccupied orbital energy (alpha / beta) ... -0.96 / -0.98 eV
<S²> ... 0.75
Total charge ... 0

CARTESIAN COORDINATES (ANGSTROEM)
1 Ti -0.759 0.149 0.125
2 O 0.290 -3.993 -0.189
3 C -0.039 -2.872 0.170
4 N -0.179 -1.746 -0.544
5 C 0.338 -1.665 -1.850
6 C 0.173 -2.622 -2.847
7 C 0.719 -2.396 -4.101
8 C 1.437 -1.231 -4.352
9 C 1.604 -0.285 -3.354
10 C 1.045 -0.488 -2.097
11 N 1.095 0.494 -1.061
12 C 2.363 0.829 -0.723
13 O 3.374 0.193 -1.012
14 C 2.629 2.126 0.027
15 C 3.692 2.130 0.931
16 C 4.059 3.314 1.536
17 C 3.378 4.474 1.190
18 C 2.350 4.376 0.270
19 N 1.959 3.231 -0.292
20 C -0.301 -2.588 1.623
21 C -0.077 -3.546 2.597
22 C -0.359 -3.228 3.911
23 C -0.886 -1.976 4.195
24 C -1.060 -1.078 3.160
25 N -0.745 -1.360 1.894
26 H -0.361 -3.535 -2.626
27 H 0.596 -3.136 -4.882
28 H 1.873 -1.065 -5.328
29 H 2.174 0.617 -3.537
30 H 4.218 1.202 1.109
31 H 4.876 3.343 2.246
32 H 3.645 5.435 1.609
33 H 1.808 5.263 -0.040
34 H 0.298 -4.511 2.285
35 H -0.195 -3.948 4.702
36 H -1.154 -1.692 5.203
37 H -1.448 -0.086 3.346
38 C -1.669 0.392 -3.202
39 O -1.936 0.264 -1.804
40 Si -3.417 -0.436 -1.288
41 C -3.373 -2.226 -1.848
42 C -4.783 0.368 -2.311
43 C -3.287 -0.116 0.496
44 Si -4.158 1.441 1.027
45 C -4.120 2.887 -0.210
46 C -3.513 2.111 2.691
47 C -6.037 1.312 1.274
48 Si -4.144 -1.508 1.415
49 C -4.475 -1.177 3.254
50 C -3.321 -3.209 1.436
51 C -5.865 -1.863 0.671
52 H -2.441 1.012 -3.665
53 H -1.649 -0.586 -3.685
54 H -0.695 0.850 -3.344
55 H -3.370 -2.269 -2.941
56 H -4.256 -2.772 -1.509
57 H -2.486 -2.747 -1.489
58 H -4.847 -0.103 -3.295
59 H -4.653 1.439 -2.463
60 H -5.750 0.225 -1.825
61 H -3.655 3.771 0.231
62 H -5.144 3.159 -0.475
63 H -3.602 2.665 -1.138
64 H -2.659 1.549 3.068
65 H -4.293 2.056 3.454
66 H -3.215 3.159 2.610
67 H -6.552 1.115 0.332
68 H -6.350 2.309 1.606
69 H -6.393 0.594 2.008
70 H -3.574 -1.032 3.847
71 H -4.971 -2.073 3.642
72 H -5.137 -0.334 3.445
73 H -4.118 -3.957 1.469
74 H -2.700 -3.440 0.572
75 H -2.727 -3.352 2.339
76 H -6.634 -1.805 1.446
77 H -5.897 -2.877 0.265
78 H -6.164 -1.184 -0.125
79 C -1.280 4.470 -1.291
80 C -1.204 5.205 -0.125
81 C -0.941 4.547 1.064
82 C -0.777 3.170 1.045
83 N -0.978 2.449 -0.065
84 C -1.191 3.092 -1.207
85 C -0.120 2.445 2.147
86 C 0.262 3.048 3.341
87 C 1.145 2.389 4.174
88 C 1.655 1.160 3.786
89 C 1.187 0.603 2.614
90 N 0.287 1.207 1.834
91 H -1.432 4.941 -2.252
92 H -1.312 6.282 -0.140
93 H -0.808 5.112 1.975
94 H -1.291 2.476 -2.086
95 H -0.106 4.027 3.610
96 H 1.458 2.848 5.103
97 H 2.396 0.637 4.372
98 H 1.536 -0.367 2.280

---

- Among the records above, which one has the lowest total charge?
  C11H34BF3O8S